## P
Molecular formula: C7H10N
Method: DFT, the ωB97M-V functional and the def2-TZVPD basis

```
18
Properties=species:S:1:pos:R:3:nbo_charge:R:1
C 2.29507 0.42612 -0.08988 -0.036
C 1.29814 1.57051 0.10806 -0.400
C -0.54039 -1.58298 -0.21467 -0.532
C 0.28874 0.44969 0.48936 -0.155
C 0.96568 -1.68230 -0.09087 -0.073
C -1.02288 -0.11521 0.02167 0.444
C -2.24796 0.59805 -0.12534 -0.758
N 1.35775 -0.46176 0.05031 -0.207
H 3.23158 0.32396 -0.65137 0.243
H 1.59210 2.26249 0.91707 0.242
H 0.92327 2.13934 -0.74722 0.227
H -0.90619 -2.01547 -1.13411 0.276
H -1.07612 -2.37602 0.39002 0.276
H 0.13677 0.41848 1.60534 0.289
H 1.50398 -2.58417 -0.22155 0.247
H -3.14029 0.00421 -0.46764 0.282
H -2.19628 1.60753 -0.76935 0.320
H -2.46298 1.01750 0.93016 0.316
```

Values from the calculation:
orbital gap (alpha / beta): 5.5 / 4.2 eV
multiplicity: 1
charge: +1

=====

## Q
Molecular formula: C7H10N
Method: DFT, the ωB97M-V functional and the def2-TZVPD basis

```
18
Properties=species:S:1:pos:R:3:nbo_charge:R:1
C 1.03537 1.34418 -0.60569 -0.603
C 0.57178 0.18301 0.25237 -0.270
C 0.40431 0.36004 1.69630 -0.124
C -0.48985 -0.15501 2.54101 -0.232
C -1.41770 -0.79429 1.64715 0.149
C -1.60862 -1.02936 0.45234 -0.189
C -0.73008 -0.25362 -0.56619 -0.059
N -0.51980 -1.12796 -1.76373 -0.683
H 0.26547 2.07875 -0.79328 0.224
H 1.49335 0.92332 -1.59664 0.205
H 1.84011 1.89379 -0.18121 0.244
H 1.40034 -0.58649 0.16521 0.242
H 1.07700 0.95607 2.15887 0.232
H -0.57820 -0.12252 3.54784 0.254
H -1.37433 0.56649 -0.80953 0.250
H -1.30587 -1.80413 -1.77353 0.471
H 0.36513 -1.73040 -1.72384 0.450
H -0.42839 -0.70189 -2.64743 0.440
```

Values from the calculation:
orbital gap: 8.9 eV
multiplicity: 1
SMILES string: C[C@H]1C=CC#C[C@@H]1[NH3+]
charge: +1

=====

## R
Molecular formula: C7H10N
Method: DFT, the ωB97M-V functional and the def2-TZVPD basis

```
18
Properties=species:S:1:pos:R:3:nbo_charge:R:1
C -0.61266 -0.55284 0.32567 0.526
C -0.70416 0.03817 1.65169 -0.392
C 0.28366 2.12390 0.33069 -0.320
C 1.54961 1.36103 0.46703 -0.341
C -1.83895 -2.59230 -0.30605 0.165
C 0.19868 0.59382 0.50862 -0.153
C -0.20347 -1.50559 -1.73154 -0.475
N -0.83298 -1.64607 -0.46894 -0.447
H -1.42868 0.71438 1.84851 0.255
H -0.25393 -0.50770 2.51501 0.257
H -0.07158 2.77895 1.25856 0.251
H -0.09998 2.51931 -0.59296 0.256
H 2.20935 1.38533 -0.39444 0.262
H 2.01421 1.33736 1.45667 0.259
H -2.13649 -2.72312 0.73884 0.132
H 0.80199 -0.95957 -1.78641 0.243
H -0.92325 -1.15568 -2.53350 0.255
H 0.25101 -2.45068 -2.21175 0.268
```

Values from the calculation:
orbital gap (alpha / beta): 7.4 / 7.4 eV
multiplicity: 1
charge: +1

=====

## S
Molecular formula: C7H10N
Method: DFT, the ωB97M-V functional and the def2-TZVPD basis

```
18
Properties=species:S:1:pos:R:3:nbo_charge:R:1
C -2.71962 -0.37941 -0.31545 -0.227
C -3.89281 0.12615 -0.56636 0.380
C -1.53068 -0.28096 0.68887 -0.411
C -0.89217 -0.91268 -1.54356 0.291
C -0.30187 -0.76503 -0.11071 -0.288
C 1.43174 0.83483 0.87708 -0.602
C 0.75114 0.30067 -0.35495 -0.410
N -2.16126 -0.66334 -1.54134 -0.413
H -1.49513 0.89769 0.90847 0.265
H -1.70042 -0.75302 1.63973 0.273
H -0.14286 -0.98220 -2.36932 0.275
H 0.04129 -1.71653 0.37091 0.277
H 2.35793 1.24144 0.63665 0.238
H 1.60570 -0.06781 1.44329 0.206
H 0.91088 1.57989 1.45312 0.223
H 1.46305 -0.24728 -0.95261 0.218
H 0.49060 1.23445 -0.93642 0.234
H -2.78079 -0.65590 -2.37735 0.471
```

Values from the calculation:
orbital gap: 8.9 eV
multiplicity: 1
charge: +1

=====

Quick one: least stable of them? R

=====

## P
Molecular formula: H80O40
Method: DFT, the ωB97M-V functional and the def2-TZVPD basis

```
120
Properties=species:S:1:pos:R:3:lowdin_charge:R:1
H -2.51286 1.10755 -4.81959 0.072
H -1.84228 -0.29032 -4.86022 0.053
O -2.45659 0.26149 -4.36206 -0.033
H 0.39521 -5.30104 2.38378 -0.015
H 0.00833 -6.51791 1.31833 0.022
O 0.16804 -6.21432 2.21009 -0.046
H 6.51722 1.38154 -0.51039 0.048
H 5.32895 1.83095 -1.29042 -0.017
O 6.28828 1.99766 -1.21878 -0.062
H -2.01266 1.08552 2.91109 0.007
H -2.88580 1.35253 1.65049 0.030
O -2.55178 1.75898 2.45620 -0.053
H 1.34461 5.34783 1.74014 0.032
H 1.92673 6.02206 2.98583 0.076
O 1.62852 5.17242 2.64509 -0.052
H -2.63612 5.06113 3.59410 0.049
O -3.15785 4.79410 2.82321 -0.058
H 0.35566 0.17119 -4.66933 -0.015
O 1.01376 0.62492 -5.21380 -0.048
H -2.34094 2.47127 5.91389 0.050
H -2.65831 2.23253 4.41611 0.017
O -2.00389 2.62593 5.02514 -0.062
H -2.21155 -6.27545 -0.79406 0.052
H -3.36341 -5.29849 -0.71892 0.029
O -3.01841 -6.02454 -1.26377 -0.004
H -0.38817 -0.20750 1.78818 0.023
H 0.36658 -1.06849 0.96177 0.028
O -0.31291 -1.16589 1.64799 -0.036
H -0.83802 -3.49176 -0.83382 0.037
H -0.51264 -4.50966 -1.88259 0.046
O -0.97905 -3.66495 -1.77498 -0.053
H 3.63949 4.50730 -0.89513 0.011
O 4.22891 4.14841 -1.57410 -0.049
H -0.72374 2.77128 -2.22675 -0.011
H -1.76777 3.42666 -2.89084 0.046
O -1.04426 3.69087 -2.30006 -0.051
H 3.66248 -3.68581 -1.98859 -0.011
H 4.15927 -4.06414 -0.65092 0.008
O 4.38312 -4.20725 -1.57476 -0.071
H -5.85206 -2.74577 0.42713 0.072
H -4.69376 -2.57034 -0.61110 -0.024
O -5.25539 -3.21411 -0.16578 -0.060
H 2.56663 -2.00515 -2.39690 0.039
H 1.68743 -2.83982 -1.41554 0.026
O 2.09202 -2.83973 -2.31079 -0.081
H 1.85900 5.69670 -1.62997 0.052
H 0.57506 4.87593 -1.14668 0.032
O 1.52570 4.85815 -1.30804 -0.047
H -4.57089 2.71955 -0.92697 0.055
H -4.12680 1.22721 -0.66600 0.002
O -3.83215 2.14791 -0.69347 -0.042
H -1.30540 -0.62178 3.77855 0.021
O -1.61767 -0.05581 4.50141 -0.043
H -1.55157 0.63168 -2.46838 0.028
H -1.30478 -0.77940 -1.79628 0.031
O -1.85194 0.01741 -1.79402 -0.061
H -3.86718 -0.77466 0.55228 0.055
O -3.92675 -0.78954 -0.41155 -0.070
H 2.31339 -3.15982 2.91411 -0.010
H 1.63947 -4.21857 4.10176 0.055
O 1.94917 -3.99691 3.22742 -0.056
H -0.77610 4.83297 1.23231 0.010
H -1.64873 5.74062 2.19723 0.010
O -0.85519 5.69673 1.63952 -0.075
H 2.38310 -5.48851 -1.57070 0.024
H 1.56911 -5.86486 -2.64453 0.058
O 1.54128 -5.98284 -1.68071 -0.062
H -6.17167 1.93716 1.47780 0.046
H -5.36077 2.19399 0.34402 -0.023
O -6.28686 2.37234 0.61754 -0.063
H 3.12114 0.29727 -1.72582 0.044
H 2.26005 0.02077 -0.47756 0.038
O 2.44969 -0.33280 -1.37449 -0.093
H 1.28099 0.87082 -2.24408 0.020
H 1.41841 2.39177 -2.10150 0.065
O 0.83989 1.71307 -2.48439 -0.072
H 3.39661 -1.35093 2.80877 0.057
H 2.58272 -0.98790 4.04845 0.063
O 2.48678 -1.31004 3.14525 -0.049
H 0.03146 1.37512 -0.75864 0.012
H -0.39420 1.42655 0.63996 0.023
O 0.40142 1.61173 0.11910 -0.047
H 0.98665 -2.89301 0.84983 0.025
H 1.27428 -4.53302 0.41079 0.056
O 1.00379 -3.62866 0.23467 -0.033
H 1.02065 -1.35885 -3.19811 0.022
H -0.06057 -2.32426 -2.68644 0.008
O 0.09544 -1.40897 -2.96916 -0.072
H 4.54095 4.62532 1.52698 0.037
O 4.04057 3.95354 1.99247 -0.066
H 3.37155 1.22014 1.85152 0.036
H 4.16977 1.09648 0.56208 0.053
O 3.39358 0.74012 1.00981 -0.041
H -0.77996 0.06114 4.96913 0.066
H -2.74019 3.92875 2.64222 0.012
H -3.03527 -0.63934 -0.80189 0.017
H 1.59701 0.88644 -4.48864 0.012
H 4.07635 4.82537 -2.24661 0.051
H 3.09518 4.19749 2.06288 -0.001
O -3.77167 -2.67804 2.13421 -0.056
H -3.89751 -3.54671 1.72726 0.030
H -2.94559 -2.88058 2.59753 0.046
O 4.38638 1.11759 -2.78885 -0.046
H 5.31650 0.91791 -2.95190 0.078
H 4.24443 2.06402 -2.92755 0.056
O 3.48239 1.85516 4.20979 -0.052
H 3.73929 1.35313 4.98961 0.040
H 4.29982 2.26628 3.89947 0.034
O -4.06722 -3.74446 -2.29350 0.167
H -3.81964 -3.84131 -3.23955 0.138
H -5.04695 -3.65680 -2.39462 0.121
O 3.79404 -2.01928 0.11888 -0.045
H 3.26027 -2.40767 0.81963 0.015
H 3.46922 -1.09998 0.04640 -0.001
O -4.88481 -1.57312 -3.25798 0.173
H -3.97867 -1.42516 -3.58396 0.083
H -4.92255 -1.38999 -2.29998 0.070
O -0.19017 3.12179 2.49007 -0.060
H 0.61400 2.92478 1.99782 0.023
H 0.04319 3.37331 3.38882 0.052
```

Values from the calculation:
orbital gap (alpha / beta): 8.9 / 2.6 eV
multiplicity: 2
charge: +1

=====

## Q
Molecular formula: H80O40
Method: DFT, the ωB97M-V functional and the def2-TZVPD basis

```
120
Properties=species:S:1:pos:R:3:lowdin_charge:R:1
H 2.33386 3.79165 0.05632 -0.071
H 1.75970 3.03481 0.98775 0.013
O 2.51186 3.66191 0.90297 0.015
H 3.01167 1.89800 -4.55044 0.079
H 1.62443 2.67362 -4.79413 0.060
O 2.59472 2.64683 -5.16077 -0.122
H -2.70253 -3.01791 1.44326 -0.036
H -1.64536 -1.88709 1.70871 0.051
O -2.41033 -2.43862 2.09040 -0.042
H 2.66191 -0.91021 -5.48361 0.040
H 2.91757 0.60744 -5.56159 -0.065
O 3.18528 -0.20387 -5.93242 -0.054
H -3.51879 -1.46969 -2.89899 0.046
H -4.47505 -1.21486 -4.05863 0.021
O -3.57660 -1.16154 -3.83818 -0.041
H 0.41287 0.57833 4.53037 -0.076
O 0.82028 -0.05664 4.93409 0.036
H 1.49482 -1.60508 5.31543 0.007
O 2.31754 -2.00395 5.07685 -0.062
H 4.50299 1.15113 -1.28360 0.002
H 4.84583 1.43920 -2.73586 0.028
O 4.63619 0.75337 -2.12369 -0.033
H 0.97332 -5.09358 -2.95273 0.072
H 0.83035 -5.51730 -4.18411 0.013
O 0.58094 -4.73937 -3.77010 -0.010
H 2.06669 1.26410 -0.05680 -0.112
H 1.99616 0.47961 -1.53130 0.082
O 2.27808 1.29207 -0.90572 -0.044
H -1.05079 3.32673 -1.72222 0.114
H -2.15865 4.41317 -2.25654 0.129
O -2.03937 3.59658 -1.76974 0.230
H 0.45864 2.62089 -2.62144 0.074
O 0.16501 3.35226 -3.17892 0.020
H -0.73953 -0.22613 1.73854 -0.006
H 0.54969 -0.11965 2.43617 0.025
O 0.04587 -0.69321 1.82102 -0.013
H 1.20371 4.45440 -2.10504 -0.040
H 2.01385 5.68281 -1.79805 0.003
O 1.47588 5.05670 -1.47372 0.051
H -0.61804 3.24909 2.98300 -0.034
H 0.59089 2.75051 3.88769 0.098
O 0.30257 3.26839 3.00782 -0.078
H 4.12769 3.07040 4.19898 0.087
H 3.02488 3.15189 3.19246 0.033
O 3.14385 2.88153 4.15087 -0.089
H -6.04892 2.22074 -0.69540 0.032
H -4.79606 2.29867 -1.72996 0.181
O -5.42010 1.61535 -1.06060 -0.111
H 6.71278 -0.13697 1.49927 0.044
H 6.43810 0.87184 0.35421 0.031
O 6.62738 0.81859 1.31079 -0.076
H -2.01780 0.71064 -5.29754 0.041
O -2.58306 0.15190 -5.92533 -0.026
H 2.29618 -3.77749 4.68415 0.014
H 1.15148 -4.25636 3.77595 0.004
O 1.75742 -4.59257 4.46655 -0.098
H 2.69590 -1.17496 -3.00127 0.021
O 2.08230 -0.53241 -3.31671 -0.033
H -2.33443 1.47363 -3.83541 0.167
H -2.44131 3.12562 -4.11152 0.025
O -1.95489 2.44927 -3.83793 0.079
H 0.74620 -1.38655 -0.56694 0.007
H 1.26215 -2.66713 -0.38981 -0.011
O 1.61127 -1.79990 -0.55091 -0.045
H -1.82690 -2.86951 -1.15784 0.012
H -1.09078 -4.02490 -0.48586 -0.039
O -0.97809 -3.25565 -0.94231 -0.020
H -1.56053 -4.50794 2.65597 0.038
H -2.73099 -5.01466 3.66113 0.092
O -2.18303 -5.28148 2.85197 -0.118
H 2.00737 0.53442 2.51302 0.073
H 2.13970 1.94820 1.79107 0.038
O 1.87201 0.98642 1.63601 -0.087
H -1.21004 3.34164 0.65721 -0.001
H -1.71640 1.88351 0.61533 0.040
O -1.04440 2.50258 0.40366 0.112
H 0.86212 -3.04805 1.54646 0.099
H 0.42768 -4.54181 1.31467 0.024
O 0.91987 -3.85617 0.90249 -0.059
H -2.28919 2.15732 3.07755 0.084
H -3.53099 2.88996 3.37463 0.033
O -2.91939 2.88409 2.63436 -0.090
H 3.93081 -1.37203 1.54946 0.072
H 3.38110 -2.78230 2.11584 0.055
O 3.45346 -1.83553 2.29657 -0.055
H -2.45984 -4.35144 -2.22052 0.101
H -3.65171 -4.15101 -1.87041 0.123
O -3.04561 -3.52222 -2.47526 -0.147
H -4.36088 0.56435 0.18785 0.070
O -3.63733 -0.18853 0.19589 -0.063
H -6.50263 -0.52489 -1.15106 -0.027
H -5.95634 -0.69884 -2.48303 -0.067
O -6.25740 -1.11237 -1.78187 0.060
H -2.49642 -0.71192 -5.66155 -0.037
H 1.68663 0.05519 5.28812 0.065
H 1.23531 -0.44797 -2.88693 -0.026
H 2.84353 -1.70824 4.30438 0.043
H -0.47916 3.08814 -3.68473 -0.087
H -4.00962 -0.93951 0.49840 -0.052
O -2.81694 -5.36426 0.42935 0.019
H -2.43923 -6.13441 0.60489 -0.023
H -3.75666 -5.42018 0.51437 0.060
O -0.20476 0.02973 -1.95140 -0.028
H -0.69589 -0.86085 -1.95184 0.102
H -0.76157 0.74004 -2.11378 -0.012
O -2.64501 1.22157 5.08323 -0.021
H -2.63703 2.09267 5.43304 0.023
H -2.29685 0.66830 5.78123 0.052
O 0.08457 5.95584 3.02208 -0.143
H -0.04843 4.99464 3.40365 0.037
H 0.46794 5.65761 2.12891 0.048
O -0.51259 -2.15836 -4.14212 -0.032
H -1.37305 -2.55869 -4.09451 0.002
H 0.10885 -2.87480 -4.15134 -0.007
O 4.13718 -1.83381 -0.88948 0.033
H 3.52213 -1.85809 -0.35443 -0.171
H 4.03984 -1.88883 -1.87121 0.075
O 0.21300 2.76262 5.85741 -0.026
H 0.71504 3.46560 6.03424 -0.015
H -0.23160 2.07418 6.47110 0.121
```

Values from the calculation:
orbital gap (alpha / beta): 8.0 / 2.1 eV
multiplicity: 2
charge: +1

=====

Quick one: least stable of them? Q

=====

## P
Molecular formula: CH4NO2
Method: DFT, the ωB97M-V functional and the def2-TZVPD basis

```
8
Properties=species:S:1:pos:R:3:nbo_charge:R:1
O 0.15473 -0.43555 -2.32334 -0.985
H -0.44900 -0.57147 -1.59040 0.479
C 0.14339 -0.25995 0.61381 0.136
N -1.08472 -0.12627 1.47149 -0.988
O 0.76163 0.79325 0.53861 -0.765
H 0.93409 -0.17108 -1.78203 0.485
H -1.04609 0.77430 1.97478 0.304
H -1.00743 -0.79587 2.23256 0.332
```

Values from the calculation:
orbital gap: 7.1 eV
multiplicity: 1
charge: -1

=====

## Q
Molecular formula: CH4NO2
Method: DFT, the ωB97M-V functional and the def2-TZVPD basis

```
8
Properties=species:S:1:pos:R:3:nbo_charge:R:1
O 0.12302 0.25388 2.58789 -0.961
H -0.35263 0.63059 1.83020 0.467
C -0.35474 -1.05661 -1.27783 0.133
N -0.12642 0.30609 -1.61378 -0.980
O 0.50444 -1.56591 -0.56154 -0.791
H 0.67958 -0.28293 1.99284 0.484
H 0.41779 0.88586 -0.95895 0.300
H -0.89105 0.82904 -1.99883 0.348
```

Values from the calculation:
orbital gap: 6.3 eV
multiplicity: 1
charge: -1

=====

Quick one: least stable of them? Q